Computed, not measured: a cluster of 2 separate species, C6H17N2 in total, with wB97M-V/def2-TZVPD.

CARTESIAN COORDINATES (ANGSTROEM)
N: -0.350 -0.834 -1.008
N: 1.105 0.080 1.251
C: -1.655 -0.114 -1.305
C: 1.427 1.504 1.106
C: 2.394 -1.959 1.556
C: -1.340 1.299 -1.786
C: -2.495 -0.139 -0.049
C: 2.151 -0.817 0.939
H: -2.772 -1.148 0.257
H: 1.848 -2.289 2.432
H: 2.210 1.836 1.793
H: -0.537 1.296 -2.519
H: 0.671 -0.120 2.143
H: 2.775 -0.490 0.111
H: 0.305 -0.699 -1.777
H: 3.185 -2.606 1.210
H: -0.537 -1.826 -0.875
H: 0.536 2.097 1.291
H: 1.780 1.680 0.091
H: -1.952 0.321 0.776
H: -1.055 1.937 -0.948
H: -2.230 1.713 -2.256
H: -3.430 0.393 -0.190
H: 0.089 -0.448 -0.121
H: -2.120 -0.664 -2.122

Summary:
net charge	+1
F_max	0.6	eV Å⁻¹
orbital gap	9.62	eV
E_HOMO	-12.54	eV
LUMO level	-2.918	eV
energy relative to the best compared isomer or geometry (same formula, charge and spin)	52.3	kJ/mol

Computed, not measured: a cluster of 2 separate species, C6H17N2 in total in a non-equilibrium geometry, with wB97M-V/def2-TZVPD.

CARTESIAN COORDINATES (ANGSTROEM)
N: -0.891 -0.016 0.005
N: 1.457 -1.498 -0.598
C: 1.578 -0.124 -0.416
C: 0.092 -3.420 0.119
C: 0.121 0.702 -0.492
C: 0.302 2.159 -0.008
C: -0.757 3.034 -0.671
C: 0.829 -2.146 0.522
H: -0.052 0.775 -1.581
H: 0.686 -3.930 -0.637
H: 1.960 0.114 0.577
H: 0.814 -1.668 -1.374
H: 0.174 2.177 1.078
H: -0.835 4.014 -0.202
H: -0.510 3.189 -1.721
H: 1.594 -2.419 1.243
H: 0.112 -1.444 1.025
H: -3.288 0.810 1.975
H: 1.322 2.497 -0.182
H: 2.193 0.237 -1.225
H: -1.745 2.581 -0.659
H: -0.089 -4.071 0.975
H: -1.010 0.231 0.999
H: -3.171 1.403 1.525
H: -0.886 -3.187 -0.276

Summary:
net charge	+1
F_max	3.3	eV Å⁻¹
orbital gap	7.85	eV
E_HOMO	-15.19	eV
LUMO level	-7.339	eV
energy relative to the best compared isomer or geometry (same formula, charge and spin)	506.2	kJ/mol

Computed, not measured: a cluster of 2 separate species, C6H17N2 in total in a non-equilibrium geometry, with wB97M-V/def2-TZVPD.

CARTESIAN COORDINATES (ANGSTROEM)
N: 1.764 -0.740 -0.734
N: 0.854 1.346 0.813
C: 2.882 -0.721 -1.366
C: -2.946 1.536 0.559
C: -0.555 1.495 1.286
C: -1.515 1.287 0.090
C: -0.118 -2.458 -0.864
C: 1.312 -2.113 -0.421
H: -3.148 0.850 1.426
H: -1.210 1.984 -0.719
H: 1.128 0.383 0.406
H: -0.672 2.554 1.650
H: 3.401 -1.664 -1.628
H: -0.354 -3.485 -0.547
H: -3.723 1.310 -0.193
H: -0.730 0.818 2.122
H: 3.305 0.225 -1.621
H: 1.519 1.668 1.525
H: -3.093 2.599 0.936
H: 1.298 -2.257 0.670
H: -0.760 -1.734 -0.299
H: -0.244 -2.290 -1.939
H: 1.994 -2.847 -0.874
H: -1.375 0.270 -0.313
H: 0.989 1.985 0.036

Summary:
net charge	+1
F_max	1.7	eV Å⁻¹
orbital gap	11.50	eV
E_HOMO	-14.49	eV
LUMO level	-2.998	eV
energy relative to the best compared isomer or geometry (same formula, charge and spin)	89.8	kJ/mol

Computed, not measured: a cluster of 2 separate species, C6H17N2 in total in a non-equilibrium geometry, with wB97M-V/def2-TZVPD.

CARTESIAN COORDINATES (ANGSTROEM)
N: 3.115 -0.079 0.387
N: -4.501 0.864 1.008
C: -1.078 -0.538 -1.079
C: 3.915 0.589 -0.587
C: 0.653 0.465 0.509
C: 1.775 -0.601 0.070
C: -1.938 -1.401 0.020
C: -0.472 0.543 -0.425
H: -1.755 -0.293 -1.886
H: 3.283 1.271 -1.116
H: 1.822 -0.574 -1.020
H: 4.433 -0.112 -1.253
H: -2.560 -2.048 -0.590
H: -4.476 0.898 2.021
H: -2.573 -0.634 0.456
H: -5.326 1.370 0.711
H: -0.314 -1.244 -1.437
H: 1.200 1.391 0.609
H: -0.544 1.476 -0.994
H: 0.390 0.138 1.518
H: -1.293 -1.904 0.731
H: 3.603 -0.635 1.093
H: 4.693 1.165 -0.081
H: 1.654 -1.519 0.633
H: -3.704 1.413 0.703

Summary:
spin multiplicity	2
net charge	+2
F_max	3.0	eV Å⁻¹
orbital gap (alpha / beta)	4.97 / 3.70	eV
⟨S²⟩	0.755
E_HOMO (alpha / beta)	-15.63 / -15.63	eV
LUMO level (alpha / beta)	-10.658 / -11.926	eV
energy relative to the best compared isomer or geometry (same formula, charge and spin)	316.6	kJ/mol

Computed, not measured: the ion C6H17N2 with charge +2 in a non-equilibrium geometry, with wB97M-V/def2-TZVPD.

CARTESIAN COORDINATES (ANGSTROEM)
N: -1.679 -0.055 0.070
N: 0.952 -1.358 0.127
C: -2.092 1.252 0.680
C: 2.104 -1.031 1.000
C: 3.513 -0.887 0.294
C: -0.934 0.044 -1.153
C: 0.583 -0.251 -0.795
C: -2.688 2.206 -0.261
H: -2.202 2.185 -1.263
H: 1.087 -2.183 -0.374
H: 2.012 -0.091 1.540
H: -2.672 3.294 0.257
H: -1.148 -0.801 -1.801
H: 2.214 -1.858 1.692
H: 0.145 -1.467 0.872
H: 4.313 -0.763 1.024
H: -2.342 -0.823 0.158
H: 3.546 0.032 -0.349
H: -3.741 2.369 -0.345
H: -0.885 1.020 -1.682
H: 0.987 0.700 -0.437
H: -2.942 1.010 1.388
H: 1.286 -0.371 -1.719
H: -1.170 1.575 1.194
H: 3.676 -1.939 -0.131

Summary:
spin multiplicity	2
net charge	+2
F_max	5.3	eV Å⁻¹
orbital gap (alpha / beta)	12.10 / 6.98	eV
⟨S²⟩	0.754
E_HOMO (alpha / beta)	-19.27 / -19.20	eV
LUMO level (alpha / beta)	-7.176 / -12.218	eV
energy relative to the best compared isomer or geometry (same formula, charge and spin)	229.3	kJ/mol

Computed, not measured: a cluster of 2 separate species, C6H17N2O in total in a non-equilibrium geometry, with wB97M-V/def2-TZVPD.

CARTESIAN COORDINATES (ANGSTROEM)
O: 1.205 0.825 0.467
N: -0.198 0.034 -1.236
N: 0.276 -0.125 0.272
C: -2.672 -0.577 0.498
C: 0.418 1.051 -1.996
C: -2.292 0.173 1.517
C: 0.755 1.956 1.323
C: 0.979 -1.374 0.394
C: 2.173 -1.528 -0.476
H: -1.254 0.188 -1.004
H: -2.500 -1.645 0.450
H: 0.279 1.590 2.216
H: 1.416 2.765 1.515
H: 1.246 -1.465 1.549
H: 1.419 1.222 -1.619
H: 0.309 -2.291 0.318
H: 0.484 0.768 -3.142
H: 0.098 -0.759 -1.685
H: -1.905 -0.396 2.330
H: -2.339 1.198 1.431
H: 2.027 -1.631 -1.574
H: -0.087 2.359 0.758
H: -3.056 -0.030 -0.490
H: 2.718 -2.339 -0.242
H: -0.123 1.969 -1.999
H: 2.659 -0.631 -0.379

Summary:
net charge	+1
F_max	4.6	eV Å⁻¹
orbital gap	10.67	eV
E_HOMO	-13.51	eV
LUMO level	-2.837	eV
energy relative to the best compared isomer or geometry (same formula, charge and spin)	686.4	kJ/mol